{
  "formula": "C21H33BaBr2NO5PS3",
  "method": "ωB97M-V/def2-TZVPD",
  "elements": ["Ba", "C", "C", "C", "C", "C", "C", "C", "C", "C", "C", "H", "H", "H", "H", "H", "H", "H", "H", "H", "H", "H", "H", "H", "H", "H", "C", "C", "O", "P", "S", "S", "O", "C", "C", "H", "H", "H", "H", "H", "H", "H", "H", "H", "H", "Br", "C", "Br", "H", "H", "N", "C", "C", "C", "C", "C", "C", "S", "O", "O", "O", "H", "H", "H", "H", "H", "H"],
  "coordinates": [[-0.411094, -0.798638, -0.545058], [2.145284, 2.269726, 1.365918], [0.998593, 2.999824, 1.280081], [0.149131, 2.642630, 2.439679], [0.811501, 1.698339, 3.196814], [2.062171, 1.466562, 2.571373], [3.156764, 0.587879, 3.062531], [0.310507, 1.056950, 4.455286], [-1.174222, 3.254823, 2.742640], [0.574646, 3.975749, 0.238549], [3.322147, 2.270117, 0.441037], [4.127295, 1.077665, 2.943248], [3.198176, -0.343560, 2.488879], [3.027289, 0.324379, 4.112502], [0.460721, 1.687387, 5.338967], [0.807383, 0.104220, 4.643378], [-0.760871, 0.852688, 4.390358], [-1.093859, 3.967053, 3.573384], [-1.902338, 2.494469, 3.033128], [-1.589075, 3.764653, 1.875876], [0.359358, 4.953253, 0.684489], [-0.339145, 3.631094, -0.254580], [1.341030, 4.108352, -0.523969], [4.131728, 2.914184, 0.804094], [3.041625, 2.615048, -0.553603], [3.732089, 1.264232, 0.324426], [2.380356, -6.774072, -1.046750], [1.388017, -6.144751, -0.091686], [1.912888, -4.934585, 0.481182], [1.954426, -3.507582, -0.229793], [1.732722, -2.218815, 1.285333], [0.792349, -3.448390, -1.836277], [3.473792, -3.439537, -0.790551], [4.554510, -3.462329, 0.142089], [5.835132, -3.626518, -0.645529], [1.979128, -7.720182, -1.416091], [3.327830, -6.975295, -0.541144], [2.571815, -6.119057, -1.898407], [1.162214, -6.783042, 0.758684], [0.446902, -5.922007, -0.594214], [4.415352, -4.286698, 0.846588], [4.555821, -2.529564, 0.711436], [5.828710, -4.568048, -1.196095], [6.694651, -3.620525, 0.027985], [5.946437, -2.811632, -1.361656], [-2.740483, 1.965268, -0.284592], [-0.435977, 0.498981, -3.492870], [0.966992, 1.426001, -2.312391], [-0.126423, -0.555102, -3.401516], [-1.346230, 0.683332, -2.900980], [-3.121497, -1.278512, 0.649584], [-2.708650, -2.569353, 1.049043], [-2.208351, -2.823095, 2.327391], [-1.760637, -4.089455, 2.668566], [-1.811833, -5.130998, 1.754029], [-2.250093, -4.874685, 0.467558], [-2.693431, -3.605049, 0.116162], [-1.408762, -6.805544, 2.272857], [-0.108456, -6.703078, 2.921022], [-1.398104, -7.578420, 1.035747], [-2.494550, -7.150020, 3.181363], [-3.257516, -0.603939, 1.392626], [-3.931424, -1.231181, 0.048177], [-2.177187, -2.021901, 3.059546], [-1.380386, -4.284658, 3.663013], [-2.255168, -5.683394, -0.250774], [-3.044419, -3.426843, -0.896092]],
  "atomic_forces_ev_per_a": [[-0.47, 0.66, -0.02], [0.01, 0.07, -0.01], [-0.10, -0.07, 0.05], [-0.01, 0.04, -0.09], [0.08, -0.09, 0.01], [-0.01, -0.01, 0.08], [0.02, 0.01, 0.00], [0.00, 0.00, 0.02], [-0.02, -0.01, 0.01], [0.01, 0.02, -0.01], [0.01, -0.01, -0.03], [0.00, 0.01, 0.01], [0.00, 0.01, -0.01], [-0.01, 0.00, 0.00], [0.01, 0.00, 0.00], [-0.01, 0.00, -0.01], [0.00, 0.01, 0.00], [0.01, 0.01, -0.01], [0.01, 0.00, 0.02], [0.00, -0.01, -0.01], [0.00, 0.00, 0.00], [0.00, 0.00, 0.00], [0.00, -0.01, 0.00], [0.01, -0.02, 0.02], [0.00, 0.02, 0.01], [-0.02, -0.01, -0.01], [0.02, 0.01, 0.01], [-0.05, -0.06, -0.04], [-0.03, 0.06, 0.04], [0.08, -0.46, 0.22], [-0.08, 0.08, -0.48], [0.08, 0.29, 0.25], [-0.12, 0.14, 0.00], [0.04, 0.00, 0.01], [0.00, 0.00, -0.01], [-0.01, 0.00, 0.00], [-0.01, 0.00, 0.00], [-0.01, 0.00, 0.00], [0.01, 0.01, 0.01], [0.01, 0.02, 0.00], [0.00, 0.00, 0.00], [-0.01, 0.00, -0.01], [0.00, 0.00, 0.00], [0.00, 0.00, 0.00], [0.00, 0.00, 0.00], [0.18, -0.35, 0.08], [0.03, 0.01, 0.04], [0.06, -0.11, -0.06], [0.00, -0.07, 0.00], [-0.01, -0.02, 0.00], [0.18, 0.09, 0.17], [-0.14, -0.28, -0.02], [0.04, 0.13, 0.01], [-0.04, 0.05, 0.05], [0.05, -0.15, -0.01], [-0.11, 0.07, 0.04], [0.01, -0.01, -0.09], [-0.02, 0.01, 0.01], [0.00, 0.01, -0.01], [0.01, 0.00, -0.02], [0.00, -0.01, 0.00], [0.18, -0.02, -0.04], [0.13, -0.11, -0.18], [-0.01, 0.00, -0.01], [0.00, 0.01, 0.00], [-0.01, 0.00, 0.00], [0.00, 0.06, 0.01]],
  "spin_multiplicity": 2,
  "total_energy_ev": -216620.308,
  "homo_energy_ha": [-0.0758, -0.0758],
  "max_force_ev_per_a": 0.8,
  "lumo_ha": [0.151, 0.127],
  "total_charge": -2
}